# 1
DFT (ωB97M-V/def2-TZVPD) results for a structure of composition C12H19BeClN3O2 at a distorted geometry.

Element x y z (Å)
1 Cl 2.89 -1.36 -1.08
2 O -0.96 0.31 -1.54
3 O 0.17 1.21 0.66
4 N 0.67 3.26 1.46
5 N 0.07 -1.46 0.35
6 N -1.51 -1.78 -2.20
7 C -3.05 0.04 -2.64
8 C -0.03 -3.85 0.19
9 C 1.03 4.66 1.22
10 C 0.27 -1.57 1.67
11 C 0.29 -2.79 2.31
12 C 0.53 2.84 2.84
13 C 0.46 2.42 0.48
14 C -0.06 -2.58 -0.37
15 C 1.93 0.15 -1.30
16 C -0.22 -2.40 -1.86
17 C -1.75 -0.46 -2.11
18 C 0.16 -3.96 1.56
19 Be 0.32 0.05 -0.49
20 H 1.16 4.80 0.14
21 H -0.13 -4.73 -0.41
22 H 0.52 2.82 -0.53
23 H 0.38 -0.63 2.15
24 H -3.09 1.11 -2.44
25 H 0.21 5.31 1.57
26 H 0.20 -4.93 2.03
27 H -3.87 -0.51 -2.18
28 H -3.12 -0.09 -3.72
29 H 0.19 3.69 3.43
30 H 0.60 -1.77 -2.19
31 H 2.53 0.94 -0.86
32 H 1.90 0.38 -2.40
33 H 1.46 2.45 3.24
34 H -2.21 -2.35 -2.64
35 H 1.94 4.90 1.76
36 H -0.14 -3.35 -2.39
37 H 0.46 -2.84 3.38
38 H -0.22 2.05 2.91

Calculated values
max |F|	1.15	eV/Å
E	-34240.0559	eV
gap between HOMO and LUMO	8.7	eV
net charge	+1
E_LUMO	-2.61	eV



# 2
DFT (ωB97M-V/def2-TZVPD) results for a cluster of 3 separate species, C3H11NO4 in total at a distorted geometry.

Element x y z (Å)
1 O 1.99 -2.63 2.26
2 O -1.32 1.04 -0.01
3 O 0.78 1.70 -0.40
4 O 2.87 -2.04 5.63
5 N -3.12 1.05 -2.37
6 C -0.45 1.25 -0.79
7 C -0.49 0.96 -2.29
8 C -1.80 1.14 -3.01
9 H -3.25 1.82 -1.74
10 H 0.34 1.38 -2.84
11 H 3.09 -2.95 5.51
12 H 1.67 -3.48 2.63
13 H -1.91 2.10 -3.55
14 H -3.11 0.25 -1.76
15 H -1.81 0.53 -3.92
16 H 2.37 -2.34 3.13
17 H -0.08 -0.07 -2.31
18 H 3.58 -1.52 5.24
19 H 0.65 1.81 0.57

Calculated values
energy relative to the best compared isomer or geometry (same formula, charge and spin)	42.9	kcal/mol
max |F|	2.71	eV/Å
E	-12969.2009	eV
gap between HOMO and LUMO	9.9	eV
structure (SMILES)	NCCC(=O)O.O.O
net charge	0
E_LUMO	0.44	eV



# 3
DFT (ωB97M-V/def2-TZVPD) results for an isolated molecule of C7H13N3S at a distorted geometry.

Element x y z (Å)
1 S -3.38 -1.46 0.96
2 N -1.76 1.79 -2.54
3 N -2.14 0.47 -0.44
4 N -4.41 0.09 -0.88
5 C -2.04 1.23 -1.56
6 C -3.34 -0.23 -0.06
7 C -0.81 0.52 0.32
8 C -0.68 -0.33 1.60
9 C -0.86 1.99 0.83
10 C 0.37 0.20 -0.70
11 C 1.71 -0.01 -0.07
12 H -5.22 -0.51 -0.73
13 H -4.53 0.88 -1.49
14 H 1.68 -1.04 0.46
15 H 0.06 -0.65 -1.39
16 H 2.42 0.07 -0.92
17 H -0.69 -1.39 1.29
18 H 0.34 -0.15 1.97
19 H 0.38 1.08 -1.38
20 H -0.14 2.12 1.48
21 H -1.88 2.23 1.16
22 H 2.02 0.88 0.36
23 H -0.79 2.75 -0.09
24 H -1.55 -0.20 2.21

Calculated values
energy relative to the best compared isomer or geometry (same formula, charge and spin)	56.2	kcal/mol
max |F|	6.58	eV/Å
E	-22773.4839	eV
gap between HOMO and LUMO	9.5	eV
structure (SMILES)	CCC(C)(C)N(C#N)C(N)=S
net charge	0
E_LUMO	0.58	eV



Question: What is the formula in the second record?
Answer: C3H11NO4